Here is C17H18BClN6O2Sn as an isolated structure at a distorted geometry from the Open Molecules 2025 dataset. Energies are from ωB97M-V with the def2-TZVPD basis set.

XYZ file:
```
46
Properties=species:S:1:pos:R:3:forces:R:3:mulliken_charge:R:1
H 0.8736 -3.6038 1.6163 0.282 0.131 -0.396 0.408
N 1.2865 -2.1464 0.0971 0.475 -0.367 0.564 -0.145
B 2.3205 -0.8747 -2.0272 1.019 0.543 -0.845 0.313
N 2.3157 -1.9370 -0.8209 -0.659 -0.607 1.077 -0.067
C 3.1759 -2.9722 -0.6985 -0.980 0.269 0.555 -0.080
Sn -0.7317 -1.2481 0.7178 1.129 1.036 -0.980 0.954
H 3.9933 -3.0397 -1.4005 0.084 -0.071 0.264 0.432
C 2.7310 -3.8173 0.3244 0.067 -0.068 -0.064 -1.099
H 3.1800 -4.7288 0.6620 0.230 -0.153 -0.025 0.388
C 1.5398 -3.2715 0.8157 1.180 1.091 -1.690 0.042
H 2.9593 -1.3683 -2.9535 -0.622 -0.355 0.398 -0.188
C -1.7898 3.7033 0.6327 -0.031 -1.128 -0.894 -0.874
H -2.8741 3.7539 0.5115 0.164 0.144 -0.012 0.248
H -1.4970 2.6339 0.5663 -0.129 0.620 0.048 0.102
H -1.2756 4.2387 -0.1712 -0.188 -0.017 0.204 0.255
N 3.1573 0.5421 -2.0072 -0.074 0.570 0.657 0.495
N 0.8016 -0.8064 -2.4025 -0.761 -0.521 0.139 0.119
N 2.7966 1.5206 -1.1488 -0.570 0.601 0.804 -0.810
N -0.2872 -0.7714 -1.5416 -0.896 0.776 -0.619 -0.297
C 4.2238 1.0221 -2.7716 -0.503 0.356 0.821 -0.395
C 0.3473 -1.0523 -3.6543 -0.396 0.219 0.956 -0.084
H 4.7097 0.4327 -3.5366 -0.173 -0.048 0.113 0.415
H 1.0499 -1.2583 -4.4467 -0.074 0.267 -0.001 0.428
C 4.5124 2.3283 -2.3475 -0.731 -0.944 0.026 -0.642
C -1.0383 -1.0754 -3.6253 0.098 0.076 0.014 -1.135
C 3.5686 2.6030 -1.3202 0.027 -1.601 -0.788 -0.158
C -1.4152 -0.8659 -2.2945 1.722 -0.099 -0.654 -0.147
H 5.2618 3.0101 -2.7165 0.045 -0.212 -0.133 0.359
H -1.6920 -1.2415 -4.4535 -0.173 -0.009 -0.253 0.397
H 3.4420 3.5185 -0.7373 -0.074 -0.560 -0.184 0.404
H -2.4189 -0.7826 -1.8944 0.303 -0.158 0.271 0.675
H -1.5001 4.0766 1.5883 0.189 0.357 0.648 0.275
Cl -5.8869 -0.8890 6.1052 -0.066 0.112 0.406 -0.203
C -5.1568 -1.1298 4.5731 0.439 -0.106 -1.196 0.453
C -5.8140 -0.6489 3.4257 0.480 -0.183 -0.195 -0.657
C -5.2495 -0.8934 2.1718 0.203 -0.321 0.300 -0.333
C -4.0574 -1.6225 2.0607 0.154 -0.033 -0.164 0.381
C -3.3923 -2.0700 3.2116 -0.321 -0.014 0.141 -0.214
C -3.9298 -1.8107 4.4755 -0.565 0.371 -0.190 -0.739
C -3.4252 -1.7369 0.6853 0.404 0.236 -0.382 0.385
O -3.7641 -0.9523 -0.2142 0.623 -1.437 1.270 -0.643
O -2.3649 -2.5912 0.5915 -1.087 1.265 -0.191 -0.728
H -6.7255 -0.0585 3.5026 0.165 -0.283 0.128 0.392
H -5.7027 -0.5613 1.2382 -0.009 0.106 0.389 0.423
H -2.4681 -2.6464 3.1369 -0.290 0.261 -0.071 0.498
H -3.4184 -2.0945 5.3928 -0.111 -0.112 -0.266 0.393
```
Forces are in eV/Å.

Calculated values
Frontier orbital gap   8.13 eV
ΔE to the lowest compared entry with this formula, charge and spin   1.612 eV